ORCA calculation (ωB97M-V/def2-TZVPD) on a cluster of 11 separate species, C41H112N8O11 in total at a distorted geometry.

Geometry (Å):
C1 -1.14 -1.95 6.91
C2 -0.63 -0.76 6.15
C3 -1.60 -0.37 5.01
O1 -0.62 0.35 7.10
H1 -1.27 -2.76 6.19
H2 -2.10 -1.78 7.42
H3 -0.41 -2.23 7.67
H4 0.38 -0.98 5.72
H5 -1.59 -1.24 4.37
H6 -1.28 0.52 4.46
H7 -2.64 -0.25 5.35
H8 -0.26 1.14 6.64
C4 -5.18 -1.96 -1.91
C5 -5.11 -0.49 -2.47
C6 -6.44 0.28 -2.47
O2 -4.11 0.24 -1.87
H9 -4.17 -2.39 -1.96
H10 -5.88 -2.48 -2.55
H11 -5.58 -1.95 -0.92
H12 -4.78 -0.65 -3.55
H13 -7.31 -0.30 -2.76
H14 -6.44 1.04 -3.28
H15 -6.64 0.66 -1.46
H16 -3.48 -0.38 -1.40
C7 2.70 2.57 5.62
C8 1.43 3.22 5.00
C9 1.16 2.75 3.55
O3 0.35 2.93 5.85
H17 2.67 1.47 5.83
H18 3.02 3.10 6.51
H19 3.56 2.76 4.98
H20 1.56 4.31 4.93
H21 0.49 3.50 3.02
H22 0.73 1.73 3.60
H23 2.13 2.69 3.07
H24 -0.41 3.49 5.61
C10 -1.04 -0.08 -4.34
C11 0.42 0.40 -4.09
C12 1.34 -0.42 -5.04
O4 2.63 0.10 -5.14
C13 3.59 -0.82 -5.66
N1 0.42 1.78 -4.58
H25 -1.20 -0.21 -5.42
H26 -1.78 0.63 -3.99
H27 -1.23 -1.02 -3.85
H28 0.71 0.36 -3.04
H29 0.94 -0.35 -6.07
H30 1.42 -1.46 -4.70
H31 3.51 -1.70 -5.05
H32 4.59 -0.38 -5.46
H33 3.51 -1.11 -6.73
H34 0.24 2.47 -3.84
H35 1.36 2.05 -4.86
C14 7.36 1.58 -1.76
C15 6.60 1.00 -3.01
C16 5.44 1.84 -3.41
O5 4.57 1.86 -2.25
C17 3.30 2.30 -2.64
N2 7.44 0.93 -4.26
H36 7.65 2.62 -1.91
H37 8.15 0.91 -1.50
H38 6.71 1.56 -0.89
H39 6.15 0.03 -2.76
H40 4.96 1.45 -4.35
H41 5.82 2.85 -3.63
H42 3.34 3.27 -3.14
H43 2.70 2.39 -1.70
H44 2.76 1.56 -3.24
H45 7.67 1.86 -4.47
H46 8.24 0.34 -4.14
C18 -3.58 3.59 -4.68
C19 -3.47 4.05 -3.23
C20 -4.80 4.30 -2.58
O6 -5.73 5.25 -3.20
C21 -5.22 6.56 -3.33
N3 -2.76 2.98 -2.49
H47 -2.61 3.41 -5.10
H48 -4.03 4.33 -5.32
H49 -4.10 2.67 -4.75
H50 -2.84 4.93 -3.14
H51 -4.61 4.58 -1.54
H52 -5.35 3.38 -2.57
H53 -4.42 6.58 -4.01
H54 -4.89 6.99 -2.39
H55 -6.01 7.11 -3.75
H56 -3.29 2.15 -2.35
H57 -2.41 3.34 -1.62
C22 -2.58 6.77 1.66
C23 -2.06 5.38 1.22
C24 -0.67 5.41 0.57
O7 -0.47 4.16 0.00
C25 0.80 3.60 -0.08
N4 -2.08 4.56 2.43
H58 -2.14 6.97 2.64
H59 -3.66 6.67 1.86
H60 -2.44 7.57 0.96
H61 -2.66 4.94 0.40
H62 0.16 5.70 1.27
H63 -0.63 6.17 -0.24
H64 1.21 3.38 0.93
H65 1.56 4.22 -0.56
H66 0.70 2.66 -0.64
H67 -1.96 3.56 2.24
H68 -3.01 4.63 2.83
C26 3.38 -5.23 2.95
C27 1.98 -4.60 2.98
C28 2.23 -3.13 2.66
O8 3.11 -2.59 3.63
C29 3.80 -1.46 3.16
N5 1.07 -5.18 2.01
H69 3.88 -4.93 2.01
H70 3.35 -6.31 3.07
H71 3.97 -4.86 3.82
H72 1.51 -4.62 3.95
H73 1.32 -2.55 2.59
H74 2.71 -3.14 1.67
H75 4.70 -1.80 2.58
H76 4.23 -0.98 4.02
H77 3.21 -0.76 2.56
H78 0.71 -6.07 2.28
H79 1.53 -5.23 1.11
C30 -4.01 -2.53 2.31
C31 -2.81 -3.42 2.32
C32 -3.31 -4.89 2.54
O9 -3.88 -4.98 3.81
C33 -4.49 -6.17 4.20
N6 -2.03 -3.28 1.11
H80 -4.65 -2.84 1.49
H81 -3.82 -1.46 2.19
H82 -4.55 -2.69 3.27
H83 -2.17 -3.21 3.20
H84 -2.48 -5.61 2.43
H85 -4.03 -5.17 1.80
H86 -4.69 -6.15 5.27
H87 -3.77 -7.01 4.08
H88 -5.39 -6.48 3.61
H89 -1.07 -3.62 1.22
H90 -2.35 -3.90 0.36
C34 1.12 -4.23 -1.46
C35 2.44 -4.92 -1.84
C36 3.65 -3.97 -1.69
O10 3.45 -2.82 -2.44
C37 4.52 -1.95 -2.61
N7 2.68 -6.10 -1.03
H91 1.00 -3.36 -2.12
H92 1.17 -3.93 -0.43
H93 0.25 -4.90 -1.58
H94 2.41 -5.20 -2.91
H95 4.53 -4.57 -2.01
H96 3.75 -3.75 -0.62
H97 5.02 -1.77 -1.64
H98 4.13 -1.04 -2.97
H99 5.30 -2.40 -3.25
H100 3.53 -6.62 -1.28
H101 1.86 -6.67 -1.05
C38 -2.37 0.63 1.25
C39 -1.35 0.36 0.10
C40 0.04 0.19 0.60
O11 0.89 0.17 -0.54
C41 2.08 -0.68 -0.41
N8 -1.80 -0.84 -0.66
H102 -2.01 1.41 1.91
H103 -2.36 -0.19 1.93
H104 -3.34 0.89 0.90
H105 -1.37 1.25 -0.59
H106 0.05 -0.74 1.23
H107 0.28 1.03 1.26
H108 1.74 -1.72 -0.13
H109 2.84 -0.25 0.27
H110 2.52 -0.63 -1.39
H111 -1.98 -1.67 -0.09
H112 -1.16 -1.07 -1.38

As for the charge: 0. For the lowest unoccupied orbital energy, the calculation gives 0.46 eV. The HOMO-LUMO gap is 8.95 eV.

ORCA calculation (ωB97M-V/def2-TZVPD) on a structure of composition C25H19F2MnN3 at a distorted geometry.

Geometry (Å):
Mn1 -0.45 1.44 -0.19
C1 2.31 -0.17 -3.42
C2 1.80 0.57 -2.35
N1 0.63 0.30 -1.79
C3 -0.12 -0.72 -2.27
C4 0.33 -1.54 -3.33
C5 1.58 -1.23 -3.91
C6 -0.48 -2.62 -3.76
C7 -1.67 -2.88 -3.18
C8 -2.17 -2.07 -2.12
C9 -3.40 -2.30 -1.50
C10 -3.81 -1.47 -0.48
C11 -2.99 -0.41 -0.10
N2 -1.82 -0.16 -0.66
C12 -1.39 -0.98 -1.66
H1 3.26 0.09 -3.84
H2 2.36 1.39 -1.93
H3 1.94 -1.83 -4.73
H4 -0.12 -3.24 -4.58
H5 -2.27 -3.72 -3.51
H6 -4.02 -3.13 -1.82
H7 -4.75 -1.63 0.02
H8 -3.30 0.26 0.70
F1 -1.11 2.25 -2.83
C13 -1.16 2.65 -1.54
F2 0.08 3.28 -1.31
H9 -1.93 3.44 -1.48
C14 1.60 4.32 2.85
C15 2.45 3.23 2.97
C16 2.06 1.99 2.52
C17 0.79 1.82 1.93
C18 -0.08 2.93 1.85
C19 0.33 4.17 2.30
N3 0.40 0.64 1.32
C20 0.60 -0.57 1.92
C21 0.59 -0.70 3.32
C22 0.74 -1.93 3.91
C23 0.92 -3.07 3.12
C24 0.93 -2.95 1.74
C25 0.76 -1.72 1.13
H10 1.91 5.30 3.19
H11 3.43 3.36 3.40
H12 2.72 1.13 2.60
H13 -1.14 2.77 1.55
H14 -0.34 5.01 2.24
H15 0.43 0.18 3.93
H16 0.70 -2.01 4.98
H17 1.03 -4.03 3.59
H18 1.07 -3.84 1.13
H19 0.78 -1.62 0.06

The spin multiplicity is 5. As for the charge: +1. For the lowest unoccupied orbital energy (alpha / beta), the calculation gives -4.19 / -3.86 eV. Its expectation value of S² is 6.1152. The HOMO-LUMO gap (alpha / beta) is 5.82 / 6.35 eV.

ORCA calculation (ωB97M-V/def2-TZVPD) on a cluster of 6 separate species, C14H20BCl15F3O8P in total at a distorted geometry.

Geometry (Å):
O1 1.41 -1.01 -0.52
C1 0.61 -1.54 0.21
C2 0.11 -2.93 -0.03
B1 -1.44 -2.96 -0.35
O2 -2.39 -2.50 0.50
O3 -1.85 -3.53 -1.56
O4 0.08 -0.95 1.31
C3 -0.02 0.47 1.25
C4 -0.94 0.88 2.42
C5 -2.29 0.15 2.51
C6 -3.54 1.00 2.32
F1 -3.36 2.33 2.41
F2 -4.43 0.68 3.30
F3 -4.19 0.74 1.16
C7 1.36 1.12 1.58
C8 1.54 2.47 0.91
C9 2.19 3.51 1.78
O5 0.71 3.45 1.37
P1 -0.86 1.03 -0.30
O6 -1.87 0.01 -0.66
O7 -1.62 2.39 -0.01
O8 0.15 1.20 -1.52
H1 0.65 -3.31 -0.88
H2 0.37 -3.57 0.81
H3 -3.10 -2.11 -0.02
H4 -1.86 -2.89 -2.28
H5 -0.39 0.60 3.31
H6 -1.02 1.96 2.42
H7 -2.37 -0.30 3.49
H8 -2.35 -0.67 1.80
H9 1.39 1.39 2.62
H10 2.20 0.51 1.27
H11 1.81 2.49 -0.14
H12 2.44 4.40 1.23
H13 1.98 3.59 2.83
H14 -2.29 2.53 -0.68
H15 -0.33 1.66 -2.22
C10 3.48 -1.51 -2.71
Cl1 5.17 -1.97 -2.47
Cl2 3.36 -0.13 -3.81
Cl3 2.54 -2.87 -3.31
H16 3.07 -1.21 -1.75
C11 -2.82 4.22 5.44
Cl4 -4.50 3.96 4.98
Cl5 -2.38 3.20 6.82
Cl6 -1.72 3.94 4.09
H17 -2.71 5.25 5.74
C12 6.89 -1.83 -6.08
Cl7 5.80 -2.61 -7.23
Cl8 8.52 -2.49 -6.22
Cl9 6.90 -0.08 -6.31
H18 6.53 -2.03 -5.08
C13 -3.47 -4.53 3.64
Cl10 -4.74 -5.34 2.73
Cl11 -1.87 -5.09 3.13
Cl12 -3.59 -2.78 3.46
H19 -3.59 -4.77 4.68
C14 0.63 1.25 -6.28
Cl13 0.05 1.06 -4.62
Cl14 -0.22 0.16 -7.36
Cl15 0.46 2.92 -6.81
H20 1.68 0.99 -6.29

As for the charge: 0. For the lowest unoccupied orbital energy, the calculation gives 0.18 eV. The HOMO-LUMO gap is 10.72 eV.

ORCA calculation (ωB97M-V/def2-TZVPD) on a structure of composition C24H38N2O5Re at a distorted geometry.

Geometry (Å):
Re1 -0.18 0.50 -0.68
C1 -0.32 0.07 1.43
C2 -0.47 -1.15 0.64
C3 0.90 -1.43 0.15
C4 1.74 -0.42 0.69
C5 1.02 0.52 1.44
C6 1.57 1.70 2.20
C7 0.45 2.70 2.53
C8 2.17 1.14 3.50
C9 2.66 2.41 1.39
C10 1.48 -2.56 -0.69
C11 0.47 -3.36 -1.50
C12 2.55 -2.06 -1.68
C13 2.19 -3.48 0.33
C14 -1.69 -2.06 0.96
C15 -1.17 -3.31 1.68
C16 -2.66 -1.36 1.92
C17 -2.52 -2.47 -0.27
H1 -1.10 0.41 2.09
H2 2.81 -0.37 0.52
H3 -0.29 2.26 3.19
H4 -0.03 3.06 1.61
H5 0.87 3.56 3.03
H6 1.42 0.62 4.09
H7 2.57 1.96 4.10
H8 2.99 0.45 3.29
H9 2.26 2.81 0.46
H10 3.50 1.76 1.17
H11 3.05 3.26 1.96
H12 -0.16 -2.70 -2.11
H13 -0.16 -4.00 -0.89
H14 1.01 -4.01 -2.19
H15 2.10 -1.54 -2.52
H16 3.07 -2.94 -2.07
H17 3.31 -1.43 -1.21
H18 1.52 -3.85 1.10
H19 3.02 -2.96 0.82
H20 2.61 -4.34 -0.20
H21 -0.51 -3.04 2.51
H22 -0.63 -3.99 1.02
H23 -2.01 -3.86 2.10
H24 -2.20 -1.16 2.90
H25 -3.50 -2.03 2.10
H26 -3.07 -0.44 1.51
H27 -1.98 -3.07 -0.99
H28 -2.91 -1.60 -0.78
H29 -3.37 -3.06 0.07
O1 3.32 1.79 -2.77
C18 2.18 1.71 -2.17
O2 1.77 0.69 -1.63
C19 1.40 3.00 -2.14
O3 0.08 2.75 -1.70
C20 -0.90 2.80 -2.77
C21 -1.16 1.41 -3.34
O4 -1.78 1.24 -4.34
O5 -0.69 0.43 -2.56
H30 3.80 0.94 -2.75
H31 1.90 3.68 -1.44
H32 1.42 3.47 -3.13
H33 -1.82 3.19 -2.35
H34 -0.58 3.47 -3.57
N1 -3.93 2.22 0.11
C22 -4.33 1.46 -0.97
C23 -3.24 0.75 -1.35
N2 -2.18 1.06 -0.50
C24 -2.65 1.97 0.36
H35 -4.51 2.86 0.64
H36 -5.33 1.50 -1.36
H37 -3.13 0.06 -2.17
H38 -2.08 2.42 1.16

The spin multiplicity is 2. As for the charge: +2. For the lowest unoccupied orbital energy (alpha / beta), the calculation gives -7.27 / -7.55 eV. Its expectation value of S² is 0.7572. The HOMO-LUMO gap (alpha / beta) is 8.28 / 7.64 eV.

ORCA calculation (ωB97M-V/def2-TZVPD) on an isolated molecule of C4H9PS at a distorted geometry.

Geometry (Å):
C1 3.53 1.32 -0.09
C2 2.28 0.82 -0.18
C3 -2.89 -0.64 0.08
C4 -1.39 -0.10 0.08
P1 -0.35 -1.48 -0.55
S1 1.81 -0.77 0.51
H1 3.73 2.10 -0.72
H2 4.30 0.69 0.15
H3 1.52 1.47 -0.34
H4 -3.41 0.09 0.68
H5 -3.10 -0.60 -0.95
H6 -2.83 -1.62 0.44
H7 -0.98 0.30 1.01
H8 -1.34 0.79 -0.46
H9 -0.88 -2.38 0.35

As for the charge: 0. For the lowest unoccupied orbital energy, the calculation gives -0.22 eV. The HOMO-LUMO gap is 8.00 eV.

ORCA calculation (ωB97M-V/def2-TZVPD) on a structure of composition C16H32F6Li2N3O20S10 at a distorted geometry.

Geometry (Å):
Li1 3.54 0.31 2.65
Li2 0.19 1.05 4.04
N1 -1.33 -6.46 -5.27
S1 0.07 -5.99 -4.32
O1 0.38 -6.51 -3.00
O2 0.66 -4.73 -4.76
F1 1.04 -6.92 -5.19
S2 -2.17 -5.70 -4.21
O3 -2.04 -4.25 -3.98
O4 -2.82 -6.50 -3.21
F2 -3.33 -5.57 -5.28
N2 0.62 -0.13 1.14
S3 -0.45 -1.47 0.84
O5 0.05 -2.50 0.01
O6 -1.91 -1.25 0.88
F3 -0.15 -2.15 2.28
S4 0.21 0.46 -0.32
O7 -1.03 1.21 -0.36
O8 0.65 -0.22 -1.55
F4 1.37 1.53 -0.25
N3 -3.96 -1.99 7.98
S5 -2.99 -3.33 7.90
O9 -1.65 -3.11 7.30
O10 -3.64 -4.54 7.61
F5 -2.71 -3.37 9.43
S6 -4.06 -1.79 6.56
O11 -5.10 -2.62 5.94
O12 -2.86 -1.33 5.87
F6 -4.86 -0.41 6.80
C1 0.37 5.69 -4.16
C2 -0.32 7.04 -4.53
C3 -1.48 6.67 -5.46
S7 -1.01 5.30 -6.58
O13 -0.50 5.72 -7.91
O14 -2.04 4.26 -6.42
C4 0.35 4.75 -5.45
H1 -0.11 5.20 -3.31
H2 1.40 5.79 -3.81
H3 0.37 7.60 -5.16
H4 -0.55 7.63 -3.64
H5 -1.59 7.45 -6.21
H6 -2.43 6.39 -5.01
H7 1.30 4.98 -5.93
H8 -0.05 3.77 -5.18
C5 7.72 2.50 -3.57
C6 7.07 1.18 -4.08
C7 5.94 0.99 -3.08
S8 6.75 1.02 -1.52
O15 7.69 -0.08 -1.27
O16 5.97 1.55 -0.39
C8 7.98 2.25 -2.13
H9 7.16 3.42 -3.70
H10 8.61 2.55 -4.19
H11 7.73 0.32 -3.95
H12 6.65 1.27 -5.08
H13 5.51 -0.01 -3.21
H14 5.20 1.78 -3.03
H15 8.92 1.71 -2.02
H16 8.13 3.19 -1.61
C9 -2.12 -7.71 2.86
C10 -2.73 -9.06 2.47
C11 -1.55 -9.94 1.95
S9 -0.28 -9.80 3.24
O17 1.14 -9.84 2.90
O18 -0.72 -10.50 4.37
C12 -0.78 -8.00 3.60
H17 -2.77 -7.04 3.44
H18 -1.90 -7.17 1.94
H19 -3.60 -8.99 1.81
H20 -3.25 -9.51 3.32
H21 -1.25 -9.45 1.02
H22 -1.81 -10.96 1.68
H23 -0.01 -7.28 3.32
H24 -0.68 -7.94 4.69
C13 -2.54 7.05 1.56
C14 -2.30 7.84 2.86
C15 -2.06 6.89 4.10
S10 -3.00 5.45 3.86
O19 -4.12 5.46 4.72
O20 -2.04 4.31 3.78
C16 -3.53 6.00 2.07
H25 -1.69 6.57 1.08
H26 -2.66 7.61 0.63
H27 -3.18 8.40 3.15
H28 -1.56 8.63 2.76
H29 -2.28 7.35 5.06
H30 -1.06 6.46 4.16
H31 -4.52 6.45 2.19
H32 -3.61 5.09 1.47

As for the charge: -1. For the lowest unoccupied orbital energy, the calculation gives -3.47 eV. The HOMO-LUMO gap is 2.72 eV.

no.,E (Ha)
1,-2894.81297
2,-2478.86351
3,-8716.20302
4,-1500.79089
5,-897.24337
6,-6893.64971